Record 1
C18H23Cl32GaNO as an isolated structure in a non-equilibrium geometry. Source: the OMol25 dataset; level of theory: the ωB97M-V functional and the def2-TZVPD basis.

Summary:
- 2S+1: 1
- Net charge: -1

Each line ends with the Mulliken charge.
Cartesian coordinates (Å):
C  -2.46999  -2.08852  2.40049  -0.899
C  -2.76916  -1.08741  1.17361  -0.556
C  -1.43690  -0.82697  0.29956  0.274
C  -1.31363  -1.76274  -0.99550  -0.828
Ga  -1.20732  1.21027  -0.13429  -0.144
C  -0.71729  2.11332  1.65185  -0.552
C  -0.37146  3.66854  1.55815  -0.650
C  0.74651  4.05029  0.49272  -0.321
C  2.21654  3.51428  0.81552  -0.648
N  2.34759  2.75545  2.09088  -0.054
C  3.78225  2.50330  2.26632  0.405
C  4.53853  1.21959  1.74246  -0.795
O  4.44060  3.39820  2.85984  -0.486
H  -2.91403  -1.61111  3.33801  0.304
H  -1.36665  -2.27457  2.57096  0.220
H  -2.96178  -3.09550  2.16838  0.139
H  -3.54245  -1.54787  0.47723  0.318
H  -3.08025  -0.08380  1.60582  0.241
H  -0.55336  -1.07365  0.99578  0.243
H  -1.30362  -1.20238  -1.98073  0.306
H  -2.17902  -2.51737  -0.93837  0.192
H  -0.35861  -2.37823  -0.86958  0.009
H  -2.66720  1.69932  -0.65286  -0.183
H  -0.18479  1.48068  -1.33821  -0.385
H  0.10617  1.48822  2.14926  0.255
H  -1.62959  2.01085  2.34771  0.381
H  -1.33563  4.18868  1.20845  0.042
H  -0.17209  4.11023  2.60228  0.346
H  0.45267  3.78676  -0.58222  0.155
H  0.81703  5.19835  0.49559  0.292
H  2.61589  2.89667  -0.05743  0.283
H  2.91297  4.42648  0.90050  0.303
H  1.96303  3.25456  2.89741  0.234
H  4.21965  0.26694  2.26419  0.273
H  4.42792  1.14370  0.60773  0.246
H  5.65771  1.35638  1.93820  0.202
C  -5.42612  2.41445  -2.68516  0.219
Cl  -4.78569  3.44265  -3.98495  -0.127
Cl  -5.25270  3.25281  -1.12942  0.047
Cl  -7.14575  2.07721  -2.99051  -0.113
Cl  -4.52226  0.89196  -2.63572  -0.017
C  -4.57498  6.81751  0.49320  0.306
Cl  -2.82700  7.10691  0.39185  -0.083
Cl  -4.86906  5.24078  1.25444  -0.084
Cl  -5.33167  8.09550  1.46885  -0.110
Cl  -5.27238  6.82989  -1.13933  -0.063
C  -9.80606  5.19111  -1.50436  0.248
Cl  -8.20126  4.52315  -1.15585  0.068
Cl  -10.31326  6.24758  -0.16896  -0.110
Cl  -9.74186  6.13131  -3.01008  -0.114
Cl  -10.97387  3.86463  -1.68514  -0.114
C  7.34604  4.97109  4.72352  0.332
Cl  5.64811  5.40786  4.99435  -0.076
Cl  8.08515  6.13490  3.60315  -0.116
Cl  8.21975  5.00348  6.27121  -0.113
Cl  7.43779  3.34123  4.02785  -0.074
C  -0.30682  -5.72691  -1.30994  0.191
Cl  -0.86044  -4.99292  0.20602  -0.067
Cl  -0.26384  -7.49554  -1.13348  0.001
Cl  -1.42082  -5.28980  -2.62106  -0.098
Cl  1.32202  -5.13590  -1.69428  -0.088
C  5.19963  -7.05710  -1.91612  0.301
Cl  5.93294  -7.79208  -3.36227  -0.115
Cl  5.95945  -7.73533  -0.46109  -0.114
Cl  5.44693  -5.30013  -1.94397  -0.073
Cl  3.46086  -7.40629  -1.89386  0.015
C  0.28617  -11.02343  0.57426  0.344
Cl  -0.26970  -10.29102  2.09231  -0.086
Cl  0.33921  -12.78983  0.75281  -0.114
Cl  -0.83429  -10.59414  -0.73427  -0.098
Cl  1.90901  -10.41832  0.18428  -0.062
C  5.93906  -3.62576  -6.04959  0.299
Cl  7.68718  -3.32616  -6.14367  -0.106
Cl  5.64856  -5.18523  -5.25342  -0.002
Cl  5.16620  -2.33126  -5.11284  -0.086
Cl  5.25554  -3.65981  -7.68846  -0.105


Record 2
C18H23ClN2O5S as an isolated structure in a non-equilibrium geometry. Source: the OMol25 dataset; level of theory: the ωB97M-V functional and the def2-TZVPD basis.

Summary:
- 2S+1: 1
- Net charge: 0

Each line ends with the Mulliken charge.
Cartesian coordinates (Å):
C  -0.02515  -0.87868  1.24404  -1.461
H  -0.63593  -1.16779  1.92320  0.861
H  0.15602  0.29723  1.12348  -0.160
H  0.95534  -1.31252  1.40310  0.469
C  -0.46987  -1.57430  -0.36659  -0.053
C  -0.42835  -3.00992  -0.26766  -1.344
C  -1.52323  -3.78037  0.66465  -0.883
C  -2.84783  -3.20561  -0.07194  -1.178
C  -3.04277  -1.69403  0.11236  -0.496
H  -2.86964  -1.48851  1.24731  0.207
H  -4.03570  -1.20806  -0.12111  0.396
C  -2.03243  -0.88472  -0.71226  -0.812
N  -2.10706  0.28036  -0.68533  0.324
C  -2.50423  1.28338  0.51936  0.539
O  -2.70588  0.76978  1.48481  -0.370
C  -2.84111  2.63945  0.26741  -1.179
C  -1.48824  3.34184  0.42605  -0.996
H  -1.02513  3.12010  1.34075  0.769
H  -1.64420  4.67252  0.39322  0.319
S  -0.40255  3.44280  -0.93360  1.605
O  0.01810  4.71487  -1.47915  -0.746
O  -1.11641  2.71974  -1.94392  -0.782
C  1.06076  2.56229  -0.45704  -0.359
C  1.34672  1.37035  -1.06088  -0.233
C  2.50619  0.73033  -1.10603  0.569
C  3.36365  0.98637  0.22716  0.917
C  2.95562  1.92464  0.94236  -1.058
C  1.87346  3.01469  0.53231  0.320
Cl  1.36116  4.25894  1.51809  -0.164
H  3.58342  2.39030  1.84963  0.040
N  4.41615  0.32820  0.51220  -0.265
C  4.66718  -1.01147  -0.12978  0.231
O  5.73525  -1.55792  0.27587  -0.611
C  3.59027  -1.64411  -0.95281  0.249
H  2.92158  -2.22669  -0.32068  -0.061
O  2.88201  -0.33160  -1.55712  -0.561
H  4.09804  -2.12314  -1.88105  0.309
H  5.05161  0.60400  1.51465  0.375
H  0.80407  1.09708  -2.08059  0.273
H  -3.21283  2.91223  -0.79666  0.314
H  -3.47939  2.94558  0.96992  0.555
H  -2.01585  1.05124  -1.16809  -0.096
H  -2.16019  -1.30981  -1.63208  0.850
H  -3.02241  -3.64739  -0.96902  0.578
H  -3.68971  -3.67853  0.57196  0.317
H  -1.14988  -3.49276  1.54532  0.468
H  -1.23022  -4.83981  0.41154  0.350
H  -0.34431  -3.35846  -1.32972  0.463
H  0.64943  -3.13757  -0.09345  0.400
H  0.05448  -0.89449  -0.90419  0.800


Record 3
A 2-piece molecular cluster, C18H23N2O2 overall in a non-equilibrium geometry. Source: the OMol25 dataset; level of theory: the ωB97M-V functional and the def2-TZVPD basis.

Summary:
- 2S+1: 1
- Net charge: +1

Each line ends with the Mulliken charge.
Cartesian coordinates (Å):
C  -2.15927  -1.71327  0.91622  -0.633
C  -2.01776  -0.55128  1.71663  1.056
C  -1.08059  -0.63504  2.79807  -0.388
C  -0.79464  0.45248  3.60651  -0.646
C  -1.43170  1.68896  3.38944  -0.341
C  -2.37202  1.78592  2.35604  -0.897
C  -2.69526  0.69150  1.56184  0.092
C  -2.98068  -1.99710  -0.20628  1.032
C  -2.94507  -3.34274  -0.69553  -0.417
C  -3.68663  -3.74510  -1.79397  -0.656
C  -4.52325  -2.83061  -2.46317  -0.297
C  -4.57863  -1.50939  -1.99928  -0.976
C  -3.81455  -1.08697  -0.91651  0.056
H  -1.55432  -2.55979  1.25091  0.201
H  -0.58814  -1.59776  2.95238  0.361
H  -0.07336  0.34585  4.41772  0.404
H  -1.20560  2.54810  4.02641  0.421
H  -2.87442  2.73869  2.17285  0.420
H  -3.47506  0.80289  0.81628  0.223
H  -2.29239  -4.04302  -0.17020  0.369
H  -3.62066  -4.77630  -2.14286  0.392
H  -5.11186  -3.14764  -3.32751  0.408
H  -5.22946  -0.78987  -2.50138  0.402
H  -3.84116  -0.03785  -0.64070  0.341
C  3.98798  2.70577  -1.21748  -1.577
C  4.05430  1.39640  -0.45878  1.664
C  4.68080  0.30502  -1.30507  -1.588
C  4.79644  1.56798  0.85407  -1.696
O  2.69285  0.97287  -0.01571  -0.414
C  1.76786  0.75108  -0.97709  0.603
N  0.62619  0.21368  -0.40965  0.063
N  -0.53216  0.13492  -1.21035  -0.526
O  1.90165  0.93213  -2.17757  -0.639
H  3.52614  3.49528  -0.60823  0.364
H  5.00239  3.03915  -1.46637  0.443
H  3.44117  2.58199  -2.15963  0.347
H  4.73442  -0.63895  -0.74469  0.370
H  4.11644  0.17171  -2.23649  0.350
H  5.70819  0.57298  -1.57790  0.432
H  4.82711  0.61967  1.40135  0.388
H  5.83106  1.88151  0.69395  0.412
H  4.31080  2.33465  1.46787  0.382
H  0.43592  0.39365  0.56972  0.193
H  -0.32262  0.71746  -2.03173  0.296
H  -0.64045  -0.83961  -1.51413  0.203


Record 4
An isolated molecule of C18H23N3O4S2 in a non-equilibrium geometry. Source: the OMol25 dataset; level of theory: the ωB97M-V functional and the def2-TZVPD basis.

Summary:
- 2S+1: 1
- SMILES: C[C@]1(NC(=O)CCc2nc3sc4c(c3c(=O)[nH]2)CCCC4)CCS(=O)(=O)C1
- Net charge: 0

Each line ends with the Mulliken charge.
Cartesian coordinates (Å):
C  4.30757  2.21696  0.28470  -1.562
C  2.94301  1.51511  0.54494  1.089
N  2.11039  2.20138  -0.40762  -0.114
C  1.97395  1.86312  -1.76306  0.248
O  2.76513  1.18404  -2.34604  -0.559
C  0.98552  2.61249  -2.63792  -0.445
C  -0.29306  3.05335  -2.06800  -1.319
C  -1.10064  1.86941  -1.45530  0.540
N  -1.04486  1.53935  -0.17547  -0.408
C  -1.59233  0.30868  0.18464  -0.133
S  -1.08133  -0.82412  1.48117  -0.200
C  -2.17512  -2.08742  0.95334  0.715
C  -2.91707  -1.61353  -0.11412  0.154
C  -2.57184  -0.30953  -0.58135  -0.198
C  -2.67759  0.17450  -1.92091  0.257
O  -3.05281  -0.51341  -2.88370  -0.737
N  -1.87365  1.22434  -2.35778  -0.049
C  -4.13411  -2.37559  -0.68295  -0.815
C  -4.14683  -3.88939  -0.18550  -0.957
C  -3.75705  -3.95227  1.29110  -0.623
C  -2.37151  -3.44057  1.58654  -0.629
C  2.39456  1.72094  1.96587  -1.200
C  2.90109  0.76254  2.97409  -0.868
S  3.36402  -0.71191  1.93444  1.182
O  4.77254  -1.13779  2.09802  -0.728
O  2.53185  -1.90168  2.10949  -0.662
C  3.02569  -0.02926  0.32665  -0.994
H  4.53352  2.26397  -0.76762  0.473
H  5.14696  1.57766  0.69886  0.351
H  4.40033  3.19484  0.85193  0.279
H  1.35357  2.63583  0.06870  0.354
H  1.48695  3.48685  -3.04163  0.373
H  0.64001  2.01634  -3.49312  0.271
H  -0.06522  3.87908  -1.30080  0.337
H  -0.81301  3.50306  -2.83457  0.536
H  -1.78789  1.31759  -3.36996  0.339
H  -4.13240  -2.42655  -1.77080  0.306
H  -4.99256  -1.89876  -0.39255  0.506
H  -3.54869  -4.50718  -0.80386  0.397
H  -5.07250  -4.30274  -0.21048  0.440
H  -4.54535  -3.34139  1.83681  0.278
H  -3.65587  -4.98658  1.68539  0.325
H  -2.21197  -3.37897  2.59846  0.462
H  -1.65420  -4.10524  1.08396  0.293
H  1.35778  1.60524  1.94884  0.331
H  2.53703  2.81975  2.17733  0.509
H  2.21101  0.59754  3.78342  0.515
H  3.73023  1.28284  3.40900  0.398
H  3.77065  -0.27293  -0.43433  0.520
H  2.02609  -0.42001  0.12178  0.421


Record 5
An isolated molecule of C18H23N3O5 in a non-equilibrium geometry. Source: the OMol25 dataset; level of theory: the ωB97M-V functional and the def2-TZVPD basis.

Summary:
- 2S+1: 1
- SMILES: Cc1cc(=O)n(C)c(=O)n1CCCCCCOc1ccc([N+](=O)[O-])cc1
- Net charge: 0

Each line ends with the Mulliken charge.
Cartesian coordinates (Å):
C  -4.59608  -1.86728  -1.83180  -1.659
C  -4.71701  -0.56800  -1.10052  1.514
C  -5.77722  0.24557  -1.29488  -0.673
C  -5.93259  1.49299  -0.59100  0.499
O  -6.85916  2.26486  -0.72355  -0.656
N  -4.89037  1.76602  0.30141  -0.043
C  -4.94010  2.99674  1.06981  -1.110
C  -3.79872  0.96800  0.51448  0.490
O  -2.92356  1.27080  1.29753  -0.661
N  -3.74171  -0.22081  -0.20558  0.196
C  -2.54892  -1.02035  0.01812  -1.477
C  -1.40940  -0.60245  -0.91524  -0.180
C  -0.12704  -1.38991  -0.64679  -0.862
C  0.59156  -0.93015  0.61955  -0.414
C  1.85083  -1.75251  0.88508  -0.533
C  2.63147  -1.20346  2.08119  -0.893
O  3.12693  0.10281  1.84867  -0.459
C  4.20472  0.29854  1.06974  0.650
C  4.99833  -0.70636  0.50781  -0.125
C  6.09389  -0.37305  -0.25972  -0.728
C  6.41039  0.96175  -0.48158  -0.168
N  7.54623  1.29755  -1.28493  1.000
O  7.79921  2.47486  -1.44577  -0.625
O  8.19321  0.38535  -1.76135  -0.623
C  5.62886  1.97406  0.07374  -0.326
C  4.53973  1.64261  0.84015  -0.568
H  -5.40232  -1.95164  -2.55402  0.356
H  -4.67037  -2.70489  -1.13876  0.344
H  -3.64756  -1.94059  -2.35885  0.311
H  -6.55736  -0.01192  -1.99021  0.370
H  -5.85481  3.51572  0.79253  0.393
H  -4.93824  2.76752  2.13512  0.316
H  -4.06878  3.61072  0.84328  0.317
H  -2.24900  -0.84151  1.05266  0.329
H  -2.78555  -2.07648  -0.10658  0.453
H  -1.21820  0.46224  -0.77270  0.334
H  -1.71692  -0.75119  -1.95289  0.290
H  -0.36275  -2.45445  -0.56942  0.345
H  0.54641  -1.26342  -1.49738  0.379
H  0.86757  0.12044  0.51507  0.297
H  -0.07370  -1.01131  1.47968  0.224
H  2.48578  -1.73717  -0.00341  0.365
H  1.58400  -2.79025  1.09324  0.442
H  3.44504  -1.88073  2.36550  0.391
H  1.96197  -1.08809  2.93760  0.458
H  4.77372  -1.74841  0.66784  0.364
H  6.71643  -1.13876  -0.69699  0.451
H  5.89391  3.00365  -0.11037  0.462
H  3.91729  2.40235  1.28450  0.441


Number 1: LUMO energy 1.312 eV, M 1473.61 u. Number 2: LUMO energy -0.359 eV, M 414.91 u. Number 3: LUMO energy -6.040 eV, M 299.39 u. Number 4: LUMO energy 0.224 eV, M 409.53 u. Number 5: LUMO energy -0.288 eV, M 361.40 u.